1.
# C4H9NO2

An isolated molecule of C4H9NO2 (ωB97M-V/def2-TZVPD, the Open Molecules 2025 dataset).

HOMO level	-9.4	eV
energy	-362.989326	Ha
E_LUMO	0.43	eV
largest force on an atom	1.700	eV Å⁻¹
energy relative to the best compared isomer or geometry (same formula, charge and spin)	60.37	kcal/mol

XYZ file:
```
16
C4H9NO2 ωB97M-V/def2-TZVPD
C -1.209 1.515 -0.238
C -0.302 0.503 0.444
C -0.860 -0.949 0.332
O -0.538 -1.841 1.103
N 1.054 0.588 -0.084
C 1.492 -0.750 -0.419
O 1.899 -1.494 0.660
H -0.801 2.529 -0.152
H -2.205 1.502 0.209
H -1.308 1.285 -1.306
H -0.283 0.688 1.525
H -1.756 -1.089 -0.303
H 0.523 -1.257 -0.798
H 1.058 -1.721 1.133
H 1.043 1.107 -0.953
H 2.265 -0.688 -1.203
```

Löwdin population analysis, charges in e, atoms 1 to 2: -0.06 -0.36

=====

2.
# C10H22KS3Se2

A structure of composition C10H22KS3Se2 (ωB97M-V/def2-TZVPD, the Open Molecules 2025 dataset).

HOMO level	-11.3	eV
energy	-6991.407710	Ha
charge	+1
E_LUMO	-2.58	eV
largest force on an atom	0.186	eV Å⁻¹

XYZ file:
```
38
C10H22KS3Se2 ωB97M-V/def2-TZVPD
K -1.582 -0.713 -0.754
C -2.289 -0.345 3.567
C -1.900 -1.773 3.220
S -0.638 -2.010 1.946
C 0.840 -1.135 2.527
C 0.890 0.396 2.489
S 0.336 1.146 0.926
C -0.723 2.515 1.463
C -1.842 2.200 2.454
S -2.801 0.683 2.149
H -1.463 0.161 4.061
H -3.119 -0.374 4.273
H -2.757 -2.320 2.822
H -1.587 -2.290 4.128
H 1.620 -1.545 1.884
H 1.060 -1.469 3.543
H 1.926 0.695 2.645
H 0.308 0.836 3.293
H -1.141 2.880 0.523
H -0.102 3.313 1.870
H -2.543 3.034 2.449
H -1.457 2.128 3.469
C -0.026 1.283 -5.265
Se -0.274 0.699 -3.427
C 1.561 0.933 -2.783
C 2.348 -0.362 -2.686
Se 1.582 -1.639 -1.407
C 1.174 -3.069 -2.663
H 0.218 2.341 -5.283
H -0.968 1.114 -5.779
H 0.756 0.694 -5.734
H 1.497 1.420 -1.813
H 2.040 1.624 -3.478
H 3.364 -0.157 -2.353
H 2.394 -0.884 -3.640
H 2.094 -3.431 -3.113
H 0.492 -2.706 -3.428
H 0.714 -3.874 -2.094
```

Löwdin population analysis, charges in e, atoms 1 to 2: 0.47 -0.51

=====

3.
# C4H12NO

A cluster of 2 separate species, C4H12NO in total (ωB97M-V/def2-TZVPD, the Open Molecules 2025 dataset).

HOMO level	-15.5	eV
energy	-289.310459	Ha
charge	+1
E_LUMO	-5.16	eV
largest force on an atom	2.276	eV Å⁻¹
energy relative to the best compared isomer or geometry (same formula, charge and spin)	40.41	kcal/mol

XYZ file:
```
18
C4H12NO ωB97M-V/def2-TZVPD
C 2.832 -0.229 -0.214
C 1.340 -0.373 -0.122
C 0.589 0.942 0.100
C -1.844 1.112 -0.556
N -0.871 0.739 0.188
H 3.203 -1.244 -0.331
H 3.315 0.124 0.709
H 3.174 0.506 -0.934
H 1.020 -1.058 0.666
H 0.845 -0.827 -0.987
H 0.726 1.595 -0.766
H 0.928 1.530 0.950
H -1.620 1.301 -1.603
H -2.820 1.279 -0.118
H -1.257 0.193 0.961
H -2.779 -2.056 1.356
H -3.580 -2.025 0.010
O -3.200 -1.509 0.691
```

Löwdin population analysis, charges in e, atoms 1 to 2: -0.09 -0.25

=====

4.
# C18H37NO7P

A cluster of 3 separate species, C18H37NO7P in total (ωB97M-V/def2-TZVPD, the Open Molecules 2025 dataset).

HOMO level	-11.4	eV
energy	-1630.359655	Ha
charge	+1
E_LUMO	-3.10	eV
largest force on an atom	2.766	eV Å⁻¹
energy relative to the best compared isomer or geometry (same formula, charge and spin)	83.64	kcal/mol

XYZ file:
```
64
C18H37NO7P ωB97M-V/def2-TZVPD
C 4.965 0.619 0.237
O 3.843 1.446 0.778
C 2.979 1.846 -0.354
C 2.355 3.371 -0.174
C 1.018 3.482 -1.150
C -0.163 4.462 -0.524
C -1.540 3.651 -0.122
C -2.793 4.672 -0.441
C -4.106 4.450 0.538
P -5.569 3.918 -0.576
C -6.845 2.888 0.476
C -5.961 1.598 1.053
C -6.395 0.159 0.399
C -6.557 0.156 -1.233
N -5.226 -0.036 -1.978
H 5.792 1.255 -0.296
H 4.558 -0.187 -0.530
H 5.385 0.015 1.165
H 2.075 1.104 -0.410
H 3.644 1.829 -1.331
H 2.136 3.642 0.950
H 3.202 4.115 -0.552
H 1.386 4.020 -2.143
H 0.629 2.427 -1.474
H 0.226 5.104 0.392
H -0.473 5.247 -1.364
H -1.495 3.381 1.033
H -1.693 2.647 -0.741
H -2.434 5.779 -0.293
H -3.127 4.495 -1.557
H -3.788 3.627 1.341
H -4.406 5.400 1.159
H -5.064 2.960 -1.567
H -6.188 4.990 -1.315
H -7.758 2.517 -0.154
H -7.258 3.570 1.358
H -6.036 1.532 2.234
H -4.800 1.752 0.827
H -5.506 -0.600 0.644
H -7.356 -0.273 0.910
H -7.163 1.068 -1.670
H -7.206 -0.809 -1.501
H -4.631 0.834 -1.897
H -5.494 -0.056 -3.004
C 3.464 -4.026 1.822
C 4.352 -2.860 2.114
O 5.097 -2.711 0.920
C 4.358 -3.272 -0.081
O 4.620 -3.173 -1.268
O 3.289 -3.958 0.419
H 2.502 -3.956 2.336
H 3.934 -4.983 2.073
H 3.787 -1.940 2.296
H 5.014 -3.044 2.964
C 4.893 -6.657 -0.578
C 5.725 -7.883 -0.778
O 6.045 -8.278 0.542
C 5.082 -7.756 1.357
O 4.951 -8.039 2.537
O 4.285 -6.879 0.680
H 4.137 -6.535 -1.358
H 5.498 -5.746 -0.523
H 5.168 -8.691 -1.264
H 6.632 -7.681 -1.354
```

Löwdin population analysis, charges in e, atoms 1 to 2: -0.11 -0.26

=====

5.
# C10H16O

A cluster of 2 separate species, C10H16O in total (ωB97M-V/def2-TZVPD, the Open Molecules 2025 dataset).

HOMO level	-8.5	eV
energy	-465.862589	Ha
E_LUMO	0.86	eV
largest force on an atom	1.386	eV Å⁻¹
energy relative to the best compared isomer or geometry (same formula, charge and spin)	22.10	kcal/mol

XYZ file:
```
27
C10H16O ωB97M-V/def2-TZVPD
C 0.107 -2.516 1.233
C -0.302 -1.967 2.598
H 0.471 -3.537 1.313
H -0.746 -2.520 0.551
H 0.856 -1.861 0.796
H -1.063 -2.605 3.025
H -0.753 -0.980 2.535
H 0.549 -2.065 3.263
C -1.787 0.906 -0.068
C -2.064 2.318 0.487
C -0.444 0.803 -0.721
C 0.714 0.840 0.041
C -0.317 0.528 -2.083
C 1.971 0.590 -0.504
C 0.907 0.194 -2.640
C 2.053 0.319 -1.861
O 3.228 -0.059 -2.472
H -1.893 0.168 0.725
H -2.591 0.740 -0.759
H -3.116 2.508 0.688
H 0.656 1.158 1.074
H -1.207 0.466 -2.699
H 2.857 0.568 0.112
H 1.012 -0.016 -3.684
H 4.014 0.421 -2.166
H -1.624 3.063 -0.180
H -1.488 2.537 1.398
```

Löwdin population analysis, charges in e, atoms 1 to 2: -0.16 -0.16

=====

6.
# C4H12

A cluster of 2 separate species, C4H12 in total (ωB97M-V/def2-TZVPD, the Open Molecules 2025 dataset).

HOMO level	-11.3	eV
energy	-159.541945	Ha
E_LUMO	1.15	eV
largest force on an atom	2.865	eV Å⁻¹
energy relative to the best compared isomer or geometry (same formula, charge and spin)	27.00	kcal/mol

XYZ file:
```
16
C4H12 ωB97M-V/def2-TZVPD
C 1.569 -0.094 1.558
C 0.443 -1.142 2.037
H 1.032 0.646 0.848
H 2.199 -0.536 0.745
H 2.329 0.391 2.309
H 0.333 -2.034 1.345
H -0.517 -0.651 2.182
H 0.712 -1.638 2.946
C -0.237 0.616 -1.673
C -1.735 0.684 -1.828
H 0.084 -0.433 -1.654
H 0.079 1.190 -0.778
H 0.161 1.112 -2.478
H -2.164 1.630 -1.417
H -2.159 -0.197 -1.389
H -2.131 0.454 -2.752
```

Löwdin population analysis, charges in e, atoms 1 to 2: -0.17 -0.16

=====

7.
# C4H5N3

A structure of composition C4H5N3 (ωB97M-V/def2-TZVPD, the Open Molecules 2025 dataset).

HOMO level	-9.6	eV
energy	-319.615721	Ha
E_LUMO	0.88	eV
largest force on an atom	2.172	eV Å⁻¹
energy relative to the best compared isomer or geometry (same formula, charge and spin)	60.55	kcal/mol

XYZ file:
```
12
C4H5N3 ωB97M-V/def2-TZVPD
C -1.244 0.802 -0.007
C -1.124 -0.785 -0.023
C 2.199 0.033 -0.058
C 0.241 0.739 -0.003
H -1.695 1.171 0.947
H -1.771 1.230 -0.885
H -1.642 -1.312 -0.829
H -1.416 -1.349 0.834
H 3.256 -0.075 0.034
N 0.272 -0.588 -0.026
N 1.478 -1.078 0.017
N 1.447 1.213 -0.002
```

Löwdin population analysis, charges in e, atoms 1 to 2: -0.02 -0.08

=====

8.
# C23H22IN5O11PS2V

A structure of composition C23H22IN5O11PS2V (ωB97M-V/def2-TZVPD, the Open Molecules 2025 dataset).

multiplicity	3
HOMO level (spin up / spin down)	-7.8 / -7.9	eV
energy	-4370.694984	Ha
E_LUMO (spin up / spin down)	-0.57 / -0.64	eV
largest force on an atom	2.748	eV Å⁻¹
energy relative to the best compared isomer or geometry (same formula, charge and spin)	12.48	kcal/mol

XYZ file:
```
66
C23H22IN5O11PS2V ωB97M-V/def2-TZVPD
V 0.657 1.016 1.159
O 3.325 3.847 5.756
C 2.817 3.301 4.824
C 3.150 3.529 3.335
O 3.923 4.332 2.891
C 2.276 2.565 2.625
C 1.588 1.766 3.530
O 0.837 0.793 3.016
C 1.700 2.251 4.877
O 1.030 1.955 5.852
O 2.053 2.399 1.364
N -1.695 1.221 4.832
C -1.726 -0.105 4.197
P -1.784 0.153 2.397
O -0.817 -0.535 1.479
O -1.659 1.744 2.282
C -3.423 -0.190 1.734
N -3.283 0.097 0.295
H -0.773 1.398 5.241
H -2.378 1.295 5.573
H -1.727 2.062 3.231
H -2.619 -0.669 4.476
H -0.846 -0.705 4.425
H -4.141 0.496 2.185
H -3.722 -1.219 1.952
H -2.512 1.704 -0.546
H -4.159 -0.023 -0.200
H -2.595 -0.536 -0.113
N -1.352 -6.937 -1.806
C -1.021 -5.609 -2.016
C -1.946 -4.596 -1.740
C -1.632 -3.276 -1.989
C -0.388 -2.941 -2.516
C 0.534 -3.940 -2.803
C 0.219 -5.264 -2.554
S 0.050 -1.250 -2.718
O 1.174 -1.200 -3.621
O -1.157 -0.528 -3.049
N 0.439 -0.761 -1.254
C 1.650 -0.842 -0.749
S 3.032 -1.734 -1.361
C 3.953 -1.311 0.048
C 3.243 -0.519 0.854
N 1.955 -0.239 0.422
H -2.135 -7.143 -1.212
H -0.608 -7.612 -1.793
H -2.918 -4.860 -1.339
H -2.351 -2.489 -1.800
H 1.489 -3.670 -3.234
H 0.935 -6.045 -2.784
H 4.970 -1.640 0.174
H 3.584 -0.094 1.786
I 2.215 3.874 -6.539
C 1.215 3.381 -4.782
C -0.175 3.338 -4.781
C -0.838 2.989 -3.619
C -0.111 2.692 -2.471
C 1.281 2.743 -2.480
C 1.950 3.092 -3.639
C -0.787 2.238 -1.256
O -2.068 2.347 -1.200
O -0.110 1.741 -0.330
H -0.730 3.556 -5.682
H -1.917 2.924 -3.601
H 1.833 2.510 -1.579
H 3.030 3.133 -3.656
```

Löwdin population analysis, charges in e, atoms 1 to 2: 1.05 0.17

=====

9.
# C14H29ClN2O4P

A cluster of 2 separate species, C14H29ClN2O4P in total (ωB97M-V/def2-TZVPD, the Open Molecules 2025 dataset).

multiplicity	2
HOMO level (spin up / spin down)	-8.4 / -8.9	eV
energy	-1762.692427	Ha
E_LUMO (spin up / spin down)	0.25 / 0.25	eV
largest force on an atom	2.931	eV Å⁻¹

XYZ file:
```
51
C14H29ClN2O4P ωB97M-V/def2-TZVPD
C 4.339 0.767 1.114
C 3.867 -0.574 0.436
C 3.065 -0.359 -0.883
C 1.793 0.530 -0.779
C 0.632 -0.034 0.164
P 1.054 0.610 1.875
O -0.149 0.153 2.963
Cl 0.828 2.731 1.747
C -0.700 0.532 -0.456
C -2.017 -0.227 -0.115
C -2.666 0.320 1.222
C -3.039 0.212 -1.234
N -1.949 -1.696 -0.176
O -2.236 -2.170 -1.336
C -0.737 -2.301 0.412
C -0.620 -3.740 -0.227
C -0.864 -2.599 1.955
C 0.610 -1.591 0.052
H 4.121 0.663 2.193
H 5.425 0.919 1.015
H 3.785 1.651 0.763
H 3.337 -1.199 1.170
H 4.789 -1.125 0.165
H 3.758 0.174 -1.570
H 2.890 -1.336 -1.367
H 1.395 0.656 -1.803
H 2.054 1.553 -0.442
H -0.423 0.913 3.483
H -0.659 0.639 -1.557
H -0.822 1.567 -0.070
H -2.015 1.084 1.680
H -3.603 0.856 0.976
H -2.949 -0.481 1.920
H -2.577 0.179 -2.232
H -3.281 1.278 -1.050
H -3.985 -0.345 -1.180
H -0.224 -3.713 -1.252
H -1.569 -4.290 -0.141
H 0.119 -4.284 0.402
H -1.244 -3.621 2.127
H 0.154 -2.570 2.384
H -1.460 -1.848 2.491
H 0.897 -1.960 -0.949
H 1.367 -1.999 0.753
C -1.756 4.069 -1.602
N -1.175 3.282 -2.718
O -1.857 2.408 -3.205
O -0.053 3.570 -3.064
H -2.758 3.702 -1.403
H -1.113 3.933 -0.736
H -1.779 5.110 -1.913
```

Löwdin population analysis, charges in e, atoms 1 to 2: -0.13 -0.26

=====

10.
# C6H18MnN2O14S2

A structure of composition C6H18MnN2O14S2 (ωB97M-V/def2-TZVPD, the Open Molecules 2025 dataset).

multiplicity	6
HOMO level (spin up / spin down)	-0.9 / -1.9	eV
energy	-3349.471628	Ha
charge	-2
E_LUMO (spin up / spin down)	3.96 / 3.96	eV
largest force on an atom	2.072	eV Å⁻¹
energy relative to the best compared isomer or geometry (same formula, charge and spin)	0.82	kcal/mol

XYZ file:
```
43
C6H18MnN2O14S2 ωB97M-V/def2-TZVPD
Mn 10.149 -6.537 1.713
N 8.582 -3.569 2.200
O 8.724 -4.833 2.108
O 7.428 -3.134 2.443
O 9.534 -2.799 2.086
N 10.844 -6.346 4.982
O 10.308 -6.921 3.980
O 11.095 -7.062 5.987
O 11.222 -5.188 4.919
O 11.910 -5.445 1.651
H 12.374 -5.402 0.812
O 9.852 -6.832 -0.270
H 10.037 -7.224 -1.121
O 12.010 -10.359 0.339
S 12.296 -9.059 0.848
O 11.408 -8.329 1.663
O 13.632 -9.188 1.694
C 13.906 -8.025 2.547
C 15.400 -7.791 2.606
C 12.817 -7.998 -0.472
H 13.534 -8.234 3.552
H 13.324 -7.153 2.216
H 15.882 -7.810 1.627
H 15.877 -8.504 3.276
H 15.532 -6.772 2.979
H 13.782 -8.378 -0.800
H 12.849 -7.000 -0.044
H 12.083 -8.113 -1.262
O 8.315 -7.765 2.194
S 7.490 -8.857 2.527
O 7.954 -10.207 2.495
O 6.915 -8.579 3.980
C 6.335 -9.703 4.675
C 5.544 -9.130 5.815
C 6.042 -8.671 1.526
H 7.143 -10.363 4.980
H 5.669 -10.259 4.005
H 4.761 -9.795 6.184
H 5.058 -8.210 5.485
H 6.169 -8.864 6.669
H 5.217 -9.224 1.972
H 6.307 -9.087 0.560
H 5.851 -7.603 1.542
```

Löwdin population analysis, charges in e, atoms 1 to 2: 0.78 -0.59

=====

11.
# C27H69IN2O15S

A cluster of 13 separate species, C27H69IN2O15S in total (ωB97M-V/def2-TZVPD, the Open Molecules 2025 dataset).

HOMO level	-9.1	eV
energy	-3003.915196	Ha
E_LUMO	-1.00	eV
largest force on an atom	1.479	eV Å⁻¹

XYZ file:
```
115
C27H69IN2O15S ωB97M-V/def2-TZVPD
N 0.077 6.548 2.225
C 0.728 5.643 3.195
C -0.185 4.537 3.758
C 0.276 3.080 3.544
C 1.797 2.814 3.704
C 2.363 2.179 2.461
C 2.190 2.784 1.218
C 2.653 2.222 0.020
C 2.443 2.971 -1.279
C 1.421 2.363 -2.261
C 0.032 3.008 -2.153
S -1.038 2.145 -0.977
C 3.296 0.999 0.111
C 3.807 0.238 -1.084
C 2.829 -0.835 -1.564
O 2.949 -1.375 -2.601
I 1.161 -1.408 -0.313
N 3.492 0.443 1.326
C 3.068 0.973 2.477
C 3.424 0.124 3.699
O 3.743 0.708 4.731
O 3.387 -1.092 3.424
H -0.850 6.788 2.549
H -0.013 6.040 1.354
H 1.607 5.252 2.694
H 1.058 6.262 4.026
H -0.419 4.692 4.807
H -1.138 4.635 3.238
H -0.219 2.484 4.306
H -0.104 2.691 2.603
H 2.363 3.703 3.965
H 1.947 2.112 4.512
H 1.654 3.720 1.160
H 2.061 3.948 -1.003
H 3.407 3.084 -1.770
H 1.777 2.553 -3.273
H 1.340 1.285 -2.168
H -0.430 2.971 -3.134
H 0.109 4.053 -1.873
H -0.884 0.889 -1.413
H 4.723 -0.282 -0.815
H 3.967 0.952 -1.881
H 3.945 -0.465 1.420
C -4.487 0.020 1.152
O -3.065 0.105 1.007
H -4.696 -0.354 2.150
H -4.941 1.006 1.037
H -4.906 -0.665 0.415
H -2.874 0.439 0.128
C -2.952 -1.116 4.279
O -3.871 -0.048 4.523
H -2.716 -1.124 3.218
H -2.036 -0.960 4.852
H -3.404 -2.071 4.556
H -4.075 -0.054 5.464
C 3.108 -3.087 -5.963
O 4.053 -2.786 -4.941
H 3.639 -3.605 -6.759
H 2.309 -3.732 -5.592
H 2.666 -2.173 -6.370
H 3.595 -2.324 -4.232
C -0.271 -0.747 -6.887
O 0.407 0.513 -6.888
H -1.335 -0.554 -6.998
H 0.069 -1.364 -7.724
H -0.094 -1.272 -5.949
H 1.346 0.332 -6.792
C -6.321 3.030 3.996
O -5.495 2.306 4.896
H -6.815 3.819 4.558
H -5.727 3.484 3.197
H -7.084 2.382 3.553
H -5.058 1.606 4.396
C -8.382 -0.281 1.323
O -7.559 0.239 0.278
H -7.963 -1.230 1.642
H -8.399 0.404 2.175
H -9.402 -0.442 0.962
H -7.933 1.079 0.001
C 6.662 -0.304 6.089
O 6.520 -1.679 6.434
H 7.398 0.137 6.759
H 7.013 -0.202 5.058
H 5.709 0.215 6.203
H 5.864 -2.051 5.837
C 0.779 -6.020 -7.348
O 0.039 -4.936 -6.771
H 1.535 -5.599 -8.001
H 1.267 -6.607 -6.564
H 0.126 -6.661 -7.933
H -0.630 -5.324 -6.201
C 8.363 2.944 7.258
O 9.067 4.174 7.098
H 7.299 3.150 7.184
H 8.644 2.236 6.474
H 8.574 2.504 8.236
H 10.006 3.984 7.164
C -0.064 -6.217 -11.081
O 0.813 -6.931 -10.214
H -0.745 -5.642 -10.457
H 0.492 -5.531 -11.723
H -0.646 -6.903 -11.702
H 1.417 -7.440 -10.763
C -0.117 -3.494 -3.899
O 0.465 -2.201 -4.018
H -0.642 -3.702 -4.823
H 0.658 -4.251 -3.747
H -0.827 -3.525 -3.066
H 0.934 -2.011 -3.201
C -9.541 -3.221 3.253
O -8.148 -2.960 3.110
H -10.041 -2.836 2.367
H -9.733 -4.294 3.330
H -9.945 -2.718 4.135
H -7.707 -3.299 3.894
```

Löwdin population analysis, charges in e, atoms 1 to 2: -0.01 -0.28